[1]
{
  "formula": "C9H10N2O",
  "method": "ωB97M-V with the def2-TZVPD basis set",
  "symbols": ["C", "C", "C", "C", "C", "C", "C", "C", "C", "N", "N", "O", "H", "H", "H", "H", "H", "H", "H", "H", "H", "H"],
  "positions_angstrom": [[0.767090, 2.475716, 0.291311], [2.006478, 1.838643, 0.274133], [-0.464246, 1.812543, 0.312083], [2.070478, 0.456617, 0.307231], [-0.408052, 0.396445, 0.081736], [0.892560, -0.254947, 0.160821], [-1.405327, -0.672909, -0.110576], [2.121784, -2.649018, -0.006540], [-3.558328, 0.189628, -0.502619], [0.715415, -1.600802, 0.040340], [-0.627602, -1.859390, -0.169417], [-2.715430, -0.939174, -0.217240], [0.686412, 3.456447, 0.486613], [2.841282, 2.388761, 0.267358], [-1.397359, 2.345933, 0.427426], [2.943494, -0.056651, 0.311266], [2.317968, -2.573682, -1.041008], [1.610032, -3.560181, -0.018575], [2.791262, -2.383331, 0.797027], [-3.471880, 0.903240, 0.303347], [-4.570870, -0.385838, -0.528037], [-3.145158, 0.671946, -1.466671]],
  "forces_ev_per_a": [[-1.6959, -2.7700, 0.3395], [-2.8579, -2.7106, 0.1461], [1.5213, -1.4780, -0.9711], [-2.0367, 2.0164, -0.6120], [-0.9642, 0.2596, 0.6144], [-2.0431, -0.2184, -0.1903], [5.6858, -3.8274, 0.1956], [-4.8835, 2.4687, -0.5412], [-0.1331, -1.5151, -1.2204], [0.8968, 0.5318, 0.1835], [-0.7762, 1.1009, 0.2279], [0.4552, 1.1098, 0.2026], [0.2169, 3.6155, 0.3126], [3.0918, 1.9804, 0.1183], [0.0412, 0.0298, -0.0798], [2.7318, -1.2808, 0.0969], [1.4332, 0.8084, -0.8460], [-0.4262, -1.6962, 1.1327], [-0.0281, 0.0078, -0.1895], [-0.3969, 0.2823, 0.2684], [1.4887, 1.9559, -0.3903], [-1.3209, -0.6706, 1.2023]],
  "charge": 0,
  "smiles": "COc1nn(C)c2ccccc12",
  "e_tot_ev": -14519.0769,
  "e_above_lowest_kcal_mol": 111.77
}

=====

[2]
{
  "formula": "C24H28F2N6",
  "method": "ωB97M-V with the def2-TZVPD basis set",
  "symbols": ["F", "C", "C", "C", "C", "C", "C", "H", "H", "H", "H", "H", "F", "C", "C", "C", "C", "C", "C", "H", "H", "H", "H", "H", "C", "C", "N", "H", "H", "H", "C", "C", "N", "H", "H", "H", "C", "C", "N", "H", "H", "H", "C", "C", "N", "H", "H", "H", "C", "C", "N", "H", "H", "H", "C", "C", "N", "H", "H", "H"],
  "positions_angstrom": [[-0.166957, -2.063599, 2.625941], [1.036253, -2.502859, 2.152941], [2.205423, -2.273029, 2.857361], [3.374053, -2.675709, 2.277441], [3.397873, -3.376729, 1.073441], [2.227903, -3.699389, 0.390691], [1.048463, -3.189889, 0.944151], [2.073343, -1.724949, 3.778531], [4.322193, -2.393809, 2.710981], [4.365693, -3.660259, 0.686981], [2.163773, -4.221799, -0.552369], [0.069803, -3.155079, 0.488731], [-4.033437, 2.246411, 1.107691], [-3.264807, 2.748091, 0.108621], [-3.147247, 1.956031, -1.041359], [-2.506717, 2.357851, -2.194439], [-1.968977, 3.683991, -2.183889], [-2.094157, 4.471491, -1.057979], [-2.747747, 4.013981, 0.076161], [-3.469847, 0.930861, -0.934739], [-2.433527, 1.648861, -3.005849], [-1.494627, 3.992321, -3.103839], [-1.621407, 5.442201, -1.082869], [-2.938277, 4.632411, 0.940831], [-1.277737, 3.116061, 3.740271], [-2.035947, 1.984811, 4.280261], [-2.641167, 1.086901, 4.739171], [-1.949897, 3.917411, 3.433441], [-0.780047, 2.790981, 2.826641], [-0.601787, 3.653151, 4.405641], [-0.059967, 1.135321, 0.314701], [-0.525257, -0.037909, -0.391519], [-0.918127, -0.989529, -1.009179], [-0.909137, 1.768211, 0.572511], [0.685643, 1.594221, -0.334579], [0.584543, 0.823831, 1.136701], [2.678573, 1.427241, -4.768109], [2.691673, 1.836391, -3.373699], [2.639713, 2.159571, -2.272829], [2.526513, 0.350121, -4.698989], [3.643023, 1.762011, -5.150039], [1.887443, 1.812931, -5.411119], [3.492273, 0.646051, 4.381731], [2.336903, 1.325841, 3.759191], [1.425223, 1.774711, 3.202371], [3.078523, 0.183961, 5.278041], [4.222133, 1.409291, 4.651691], [4.059083, -0.070719, 3.787541], [0.705033, -2.658219, -3.243549], [-0.234567, -3.688539, -3.768569], [-1.028177, -4.439769, -4.188879], [0.955423, -2.818249, -2.194829], [0.171623, -1.710069, -3.311199], [1.668703, -2.603459, -3.749969], [-3.643827, -3.263439, -2.061899], [-3.155337, -3.820509, -0.745799], [-2.764907, -4.242579, 0.297121], [-2.996167, -2.523739, -2.532529], [-4.615447, -2.806239, -1.874759], [-3.711577, -4.073439, -2.788129]],
  "forces_ev_per_a": [[0.9958, -0.1739, -0.2248], [0.0200, -0.5465, -0.3982], [-1.6977, 0.5598, 0.1981], [0.8504, -0.1206, -0.4733], [0.2145, -0.3633, -0.1850], [-0.6868, 1.1184, 0.9517], [-0.7148, 0.5862, 0.3021], [0.5041, -0.0056, 0.1867], [0.0924, -0.1659, 0.2285], [0.0304, -0.1075, -0.1257], [0.3502, -0.1001, 0.0163], [-0.0436, -0.7069, -0.5113], [0.7659, 0.6099, -0.0978], [-0.5964, -0.6100, -1.8330], [0.0696, -1.0601, 0.7246], [0.1916, 1.6269, 1.2769], [-0.5787, -1.9048, -0.6935], [0.5482, -0.0195, -0.6087], [-0.5501, 0.2411, 1.2216], [-0.3422, -0.1216, -0.1710], [0.1535, 0.2617, -0.2017], [0.2171, 0.4789, 0.1847], [-0.2051, 0.1859, 0.2000], [0.2687, 0.3097, 0.0308], [-0.5661, 0.5304, -0.7877], [-1.3036, -1.9929, 1.6679], [1.7016, 2.5034, -1.3693], [-0.4812, -0.1965, -0.0471], [0.2832, 0.0624, 0.3124], [0.2025, -0.8166, 0.2430], [0.9259, -0.4503, -0.2732], [-2.0798, -4.6604, -2.9898], [1.7841, 4.3667, 2.7891], [0.3900, 0.0898, 0.1201], [-0.3617, 0.6085, -0.2834], [-0.6143, 0.0139, 0.4964], [0.3122, -0.2572, 0.3128], [-0.9868, 0.7488, 0.3012], [0.1636, -0.1368, -0.0517], [0.5291, -0.1395, -0.6052], [-0.0046, -0.6094, -0.4401], [-0.0731, 0.3673, 0.5189], [-0.3027, 0.8440, 0.4649], [-0.3472, -0.3306, -1.3481], [1.2607, -0.4148, 0.8877], [0.4225, -0.1554, 0.1006], [-0.1078, 0.0447, 0.2999], [-0.6986, -0.0157, -0.3636], [-0.4434, -0.2819, 0.0277], [-0.9603, -1.1445, -0.6401], [1.8645, 1.7327, 0.9996], [-0.4018, -0.1383, 0.0298], [0.2184, 0.0632, 0.0702], [-0.2945, -0.2121, -0.4502], [0.1512, -0.5901, 0.8506], [1.5422, -0.8386, 2.7442], [-1.6035, 1.6388, -4.2113], [0.2865, 0.0030, 0.6183], [-0.0289, -0.1267, -0.1595], [-0.2355, -0.0816, 0.1671]],
  "charge": 0,
  "smiles": "Fc1ccccc1.Fc1ccccc1.CC#N.CC#N.CC#N.CC#N.CC#N.CC#N",
  "e_tot_ev": -39714.5101,
  "e_above_lowest_kcal_mol": 28.42
}

=====

What did the first record say?
{
  "formula": "C9H10N2O",
  "method": "ωB97M-V with the def2-TZVPD basis set",
  "symbols": ["C", "C", "C", "C", "C", "C", "C", "C", "C", "N", "N", "O", "H", "H", "H", "H", "H", "H", "H", "H", "H", "H"],
  "positions_angstrom": [[0.767090, 2.475716, 0.291311], [2.006478, 1.838643, 0.274133], [-0.464246, 1.812543, 0.312083], [2.070478, 0.456617, 0.307231], [-0.408052, 0.396445, 0.081736], [0.892560, -0.254947, 0.160821], [-1.405327, -0.672909, -0.110576], [2.121784, -2.649018, -0.006540], [-3.558328, 0.189628, -0.502619], [0.715415, -1.600802, 0.040340], [-0.627602, -1.859390, -0.169417], [-2.715430, -0.939174, -0.217240], [0.686412, 3.456447, 0.486613], [2.841282, 2.388761, 0.267358], [-1.397359, 2.345933, 0.427426], [2.943494, -0.056651, 0.311266], [2.317968, -2.573682, -1.041008], [1.610032, -3.560181, -0.018575], [2.791262, -2.383331, 0.797027], [-3.471880, 0.903240, 0.303347], [-4.570870, -0.385838, -0.528037], [-3.145158, 0.671946, -1.466671]],
  "forces_ev_per_a": [[-1.6959, -2.7700, 0.3395], [-2.8579, -2.7106, 0.1461], [1.5213, -1.4780, -0.9711], [-2.0367, 2.0164, -0.6120], [-0.9642, 0.2596, 0.6144], [-2.0431, -0.2184, -0.1903], [5.6858, -3.8274, 0.1956], [-4.8835, 2.4687, -0.5412], [-0.1331, -1.5151, -1.2204], [0.8968, 0.5318, 0.1835], [-0.7762, 1.1009, 0.2279], [0.4552, 1.1098, 0.2026], [0.2169, 3.6155, 0.3126], [3.0918, 1.9804, 0.1183], [0.0412, 0.0298, -0.0798], [2.7318, -1.2808, 0.0969], [1.4332, 0.8084, -0.8460], [-0.4262, -1.6962, 1.1327], [-0.0281, 0.0078, -0.1895], [-0.3969, 0.2823, 0.2684], [1.4887, 1.9559, -0.3903], [-1.3209, -0.6706, 1.2023]],
  "charge": 0,
  "smiles": "COc1nn(C)c2ccccc12",
  "e_tot_ev": -14519.0769,
  "e_above_lowest_kcal_mol": 111.77
}